# 1
12
Properties=species:S:1:pos:R:3 method="wB97M-V/def2-TZVPD" homo_energy_ev=-9.507 e_above_lowest_kcal_mol=78.5 total_energy_ev=-8337.05557 max_force_ha_per_bohr=0.05408 orbital_gap_ev=10.16
C -0.978 -0.757 -0.015
C 0.189 0.187 -0.651
C 0.707 1.470 -0.059
O 1.527 2.136 -0.645
C 0.134 -1.069 0.879
O 0.305 -0.510 1.948
H -1.316 -1.450 -0.802
H -1.801 -0.213 0.469
H -0.799 0.436 -1.062
H 0.805 -0.262 -1.426
H 0.248 1.794 0.893
H 0.758 -1.870 0.453

=====

# 2
16
Properties=species:S:1:pos:R:3 method="wB97M-V/def2-TZVPD" homo_energy_ev=-9.738 e_above_lowest_kcal_mol=15.8 total_energy_ev=-7394.07991 max_force_ha_per_bohr=0.01647 orbital_gap_ev=10.71 smiles="CC[C@@H](C)C=O"
C -0.613 -1.388 1.383
C 0.306 -0.327 0.753
C -0.230 0.679 -0.341
C 1.010 1.514 -0.737
C -0.808 -0.202 -1.436
O -0.369 -1.307 -1.658
H -1.108 -2.008 0.630
H -0.033 -2.089 2.003
H -1.375 -0.945 2.031
H 0.781 0.263 1.542
H 1.120 -0.878 0.257
H -1.020 1.412 -0.080
H 1.776 0.845 -1.133
H 0.867 2.338 -1.446
H 1.402 1.964 0.183
H -1.714 0.131 -1.987

=====

# 3
102
Properties=species:S:1:pos:R:3 method="wB97M-V/def2-TZVPD" charge=-1 homo_energy_ev=-4.627 e_above_lowest_kcal_mol=0.0 total_energy_ev=-119146.90932 max_force_ha_per_bohr=0.01349 orbital_gap_ev=3.96
C -1.645 0.706 -0.661
C -2.573 1.756 -0.075
F -1.961 2.233 1.129
C -2.807 2.976 -0.952
O -1.823 3.196 -1.897
B -2.394 4.311 -2.733
O -3.822 3.858 -2.881
C -4.197 3.197 -1.678
P -4.968 4.566 -0.702
O -6.198 4.920 -1.718
Cl -5.921 3.472 0.861
Si -5.287 1.752 -2.347
C -4.828 0.031 -1.731
C -5.084 1.741 -4.201
C -7.109 1.974 -1.941
H -0.768 0.600 -0.029
H -2.116 -0.270 -0.731
H -1.315 0.992 -1.655
H -3.511 1.329 0.269
H -2.755 3.800 -0.221
H -1.862 4.424 -3.822
H -2.343 5.352 -2.043
H -6.506 5.801 -1.515
H -3.778 -0.179 -1.907
H -5.440 -0.715 -2.237
H -5.030 -0.057 -0.662
H -5.434 2.666 -4.643
H -4.017 1.636 -4.404
H -5.591 0.882 -4.644
H -7.683 1.220 -2.488
H -7.474 2.953 -2.233
H -7.286 1.815 -0.881
C 1.434 6.620 2.085
C 1.164 7.898 1.800
C -0.199 8.352 1.341
O -0.326 9.551 1.132
C -1.237 7.369 1.183
C -0.977 6.076 1.461
C 0.383 5.623 1.946
O 0.531 4.448 2.209
O -1.872 5.129 1.333
O 2.048 8.885 1.896
H 2.407 6.289 2.420
H -2.204 7.696 0.829
H -1.457 4.266 1.544
H 1.560 9.688 1.627
C -6.112 4.479 -10.029
C -6.732 3.856 -9.019
C -6.144 3.791 -7.631
O -6.798 3.212 -6.787
C -4.853 4.409 -7.389
C -4.233 5.030 -8.402
C -4.830 5.111 -9.784
O -4.194 5.710 -10.634
O -3.055 5.625 -8.290
O -7.902 3.247 -9.130
H -6.526 4.534 -11.026
H -4.434 4.346 -6.392
H -2.852 5.991 -9.170
H -8.098 2.896 -8.239
C 2.584 -4.086 -1.187
C 1.877 -3.010 -1.567
C 0.404 -2.869 -1.263
O -0.138 -1.853 -1.643
C -0.263 -3.942 -0.546
C 0.447 -5.012 -0.170
C 1.919 -5.143 -0.462
O 2.473 -6.155 -0.059
O -0.066 -6.044 0.488
O 2.390 -1.990 -2.227
H 3.639 -4.193 -1.394
H -1.319 -3.836 -0.339
H 0.674 -6.663 0.633
H 1.662 -1.349 -2.354
C 5.009 -5.855 2.030
C 5.702 -6.857 2.588
C 6.740 -6.616 3.654
O 7.304 -7.594 4.116
C 7.010 -5.256 4.073
C 6.317 -4.252 3.515
C 5.265 -4.495 2.461
O 4.683 -3.518 2.026
O 6.485 -2.979 3.829
O 5.544 -8.133 2.267
H 4.261 -6.008 1.263
H 7.766 -5.099 4.832
H 5.851 -2.478 3.279
H 6.168 -8.630 2.830
C 7.073 -7.022 7.560
C 6.498 -7.668 8.583
C 7.152 -7.764 9.939
O 6.544 -8.361 10.807
C 8.452 -7.149 10.128
C 9.026 -6.503 9.104
C 8.361 -6.391 7.755
O 8.956 -5.766 6.896
O 10.206 -5.909 9.176
O 5.324 -8.274 8.505
H 6.618 -6.947 6.584
H 8.918 -7.232 11.100
H 10.366 -5.519 8.295
H 5.152 -8.649 9.389

=====

# 4
15
Properties=species:S:1:pos:R:3 method="wB97M-V/def2-TZVPD" charge=+1 homo_energy_ev=-16.133 e_above_lowest_kcal_mol=58.5 total_energy_ev=-7265.60402 max_force_ha_per_bohr=0.07056 orbital_gap_ev=11.63
C 0.681 1.204 -0.010
C -2.912 -0.839 0.420
C 2.196 -0.726 -0.140
C 2.053 0.838 -0.155
N -2.418 0.171 -0.177
N -0.409 1.553 0.091
H -2.362 -1.730 0.894
H -3.944 -1.133 0.361
H 1.586 -1.198 -0.870
H 1.827 -1.081 0.812
H 3.159 -1.004 -0.285
H 2.419 1.086 -1.103
H 2.614 1.339 0.593
H -1.346 0.569 0.048
H -3.146 0.951 -0.477

=====

# 5
82
Properties=species:S:1:pos:R:3 method="wB97M-V/def2-TZVPD" spin_multiplicity=6 homo_energy_ev="-7.801 / -7.806" total_energy_ev=-100766.10649 max_force_ha_per_bohr=0.04025 orbital_gap_ev="8.25 / 8.26"
C -1.545 -0.212 -3.958
C -1.005 -1.409 -3.242
H -1.474 -0.329 -5.045
H -0.992 0.687 -3.655
H -2.604 -0.044 -3.708
C -0.442 -2.453 -3.865
C -0.145 -2.477 -5.325
H -0.248 -3.383 -3.330
H 0.278 -1.521 -5.670
H -1.038 -2.676 -5.937
H 0.582 -3.267 -5.547
Dy 0.592 0.942 0.605
Cl 2.046 3.101 0.589
C -0.242 -1.831 2.240
O 0.626 -1.042 1.792
N 0.039 -2.848 3.049
C 1.392 -3.039 3.556
C -0.989 -3.754 3.540
H -1.309 -1.705 1.981
H 2.044 -2.268 3.139
H 1.744 -4.038 3.270
H 1.374 -2.981 4.652
H -1.953 -3.466 3.108
H -1.048 -3.699 4.636
H -0.750 -4.785 3.246
H 0.818 3.021 6.160
H -0.848 4.767 5.402
C 1.292 3.118 5.177
C -0.456 4.713 4.379
N 0.281 3.467 4.188
H 1.763 2.178 4.887
C 0.062 2.700 3.132
O 0.652 1.612 2.891
H -1.287 4.733 3.664
H -0.693 3.090 2.427
H 2.039 3.917 5.240
H 0.187 5.588 4.203
H 1.428 0.009 -3.149
H 2.397 -2.856 -3.198
C 2.494 0.043 -2.889
C 3.259 -2.331 -2.759
N 2.835 -1.117 -2.065
H 2.703 0.971 -2.347
C 2.854 -1.049 -0.728
O 2.531 -0.026 -0.085
H 3.748 -2.995 -2.034
H 3.202 -1.977 -0.230
H 3.088 -0.014 -3.808
H 3.954 -2.072 -3.568
O -0.207 -0.430 -1.230
C -1.111 -1.324 -1.723
C 0.239 -3.295 -0.874
C -0.999 -2.670 -0.992
H 1.114 -2.792 -1.308
C 0.334 -4.533 -0.233
H -2.128 -0.940 -1.525
C -2.145 -3.266 -0.463
H 1.317 -5.002 -0.139
C -0.816 -5.146 0.272
C -2.054 -4.509 0.158
H -3.098 -2.739 -0.569
H -0.731 -6.118 0.764
H -2.952 -4.989 0.556
Si -0.445 4.330 -1.626
Cl -0.301 2.150 -1.605
C 1.258 5.090 -1.737
C -1.342 4.819 -0.069
C -1.419 4.622 -3.191
H 2.023 4.342 -1.978
H 1.533 5.561 -0.784
H 1.256 5.865 -2.516
H -0.775 4.463 -4.066
H -1.794 5.653 -3.233
H -2.274 3.940 -3.262
H -1.256 4.060 0.717
H -2.406 4.983 -0.282
H -0.925 5.762 0.308
N -1.753 1.123 1.229
C -2.440 0.744 2.116
N -3.264 0.362 3.020
C -2.930 -0.270 4.121
N -2.739 -0.835 5.134